[1]
Density functional theory data (ωB97M-V/def2-TZVPD) for a single C6H12O molecule.

```
! RIJCOSX wB97M-V def2-TZVPD def2/J DEFGRID3
* xyz 0 1
C 2.253 -0.071 -0.782
C 1.404 0.539 0.048
O 1.534 0.540 1.406
C 0.201 1.331 -0.377
C -1.119 0.920 0.293
C -1.699 -0.408 -0.202
C -0.971 -1.653 0.299
H 3.122 -0.618 -0.421
H 2.087 -0.050 -1.853
H 0.090 -1.629 0.018
H 2.312 0.018 1.644
H 0.406 2.383 -0.141
H 0.101 1.257 -1.466
H -0.978 0.891 1.380
H -1.848 1.714 0.091
H -1.698 -0.402 -1.301
H -2.752 -0.471 0.100
H -1.410 -2.563 -0.131
H -1.036 -1.727 1.394
*
```

Results
**HOMO-LUMO gap**: 9.729 eV
**HOMO level**: -8.8 eV
**SMILES**: C=C(O)CCCC
**Electronic energy**: -8463.681 eV
**Energy relative to the best compared isomer or geometry (same formula, charge and spin)**: 15.5 kcal/mol

=====

[2]
Density functional theory data (ωB97M-V/def2-TZVPD) for a molecular structure, C25H48Cl34F13GaO3P3S at a distorted geometry.

```
! RIJCOSX wB97M-V def2-TZVPD def2/J DEFGRID3
* xyz -1 1
C 5.080 2.299 1.529
P 3.705 0.952 1.455
C 2.334 1.583 0.275
Ga 4.565 -1.121 0.809
C 3.331 -2.626 1.577
C 3.040 -3.850 0.531
C 1.451 -4.210 0.299
F 0.710 -4.002 1.569
F 1.418 -5.704 0.068
C 0.772 -3.548 -1.030
F 1.764 -3.203 -2.117
F -0.104 -4.607 -1.652
C -0.073 -2.134 -0.738
F 0.723 -1.385 0.249
F 0.013 -1.394 -2.054
C -1.645 -2.361 -0.414
F -2.320 -2.619 -1.741
F -1.949 -3.600 0.396
S -2.573 -0.968 0.391
F -3.714 -2.149 0.992
F -1.694 -1.030 1.858
F -1.623 0.273 -0.292
F -3.601 -0.863 -1.017
F -3.554 0.250 1.100
P 4.926 -1.255 -1.494
P 6.232 0.410 -2.177
O 5.682 1.837 -1.735
O 7.851 0.119 -1.532
O 6.236 0.424 -3.953
H 6.095 1.717 1.724
H 4.918 3.063 2.430
H 5.117 2.962 0.555
H 2.444 2.767 0.232
H 1.239 1.367 0.681
H 2.405 1.131 -0.819
H 6.019 -1.268 1.524
H 3.945 -3.080 2.495
H 2.383 -2.127 2.048
H 3.523 -4.830 1.013
H 3.648 -3.648 -0.448
H 5.766 -2.432 -1.740
H 7.833 -0.756 -1.022
H 5.573 -0.285 -4.255
C 7.316 -5.020 1.225
Cl 6.814 -4.206 -0.262
Cl 6.061 -4.912 2.464
H 7.511 -6.072 1.006
H 8.227 -4.546 1.599
C 0.522 -1.733 -5.058
Cl -0.193 -0.329 -5.861
Cl 2.103 -2.121 -5.745
H 0.640 -1.512 -3.994
H -0.142 -2.592 -5.185
C 5.405 -5.143 -4.073
Cl 4.941 -5.770 -2.487
Cl 5.615 -3.388 -4.027
H 6.346 -5.607 -4.377
H 4.622 -5.388 -4.795
C -3.947 -1.088 4.361
Cl -3.911 0.251 5.515
Cl -3.534 -2.617 5.147
H -4.952 -1.166 3.938
H -3.226 -0.891 3.565
C -1.625 3.275 -1.282
Cl -2.402 4.198 0.010
Cl 0.135 3.427 -1.203
H -1.896 2.222 -1.179
H -1.972 3.653 -2.247
C 2.325 2.703 -5.852
Cl 1.709 4.341 -6.104
Cl 3.251 2.596 -4.350
H 1.482 2.010 -5.801
H 2.973 2.434 -6.690
C -6.318 2.375 0.545
Cl -6.603 2.143 -1.184
Cl -6.490 4.076 0.995
H -7.043 1.783 1.108
H -5.305 2.044 0.786
C -0.181 0.210 4.996
Cl 1.238 -0.280 5.931
Cl 0.251 1.398 3.760
H -0.608 -0.670 4.510
H -0.917 0.652 5.672
C -7.008 5.149 -3.482
Cl -7.723 6.553 -4.284
Cl -5.426 4.761 -4.169
H -6.889 5.369 -2.418
H -7.671 4.290 -3.609
C 7.004 4.684 -1.984
Cl 6.228 5.607 -0.692
Cl 8.764 4.835 -1.905
H 6.733 3.630 -1.881
H 6.658 5.061 -2.949
C 6.494 -8.897 1.411
Cl 5.119 -7.786 1.396
Cl 7.643 -8.505 0.126
H 7.001 -8.822 2.377
H 6.130 -9.916 1.264
C -6.943 4.714 4.676
Cl -6.333 3.115 5.117
Cl -8.622 4.919 5.189
H -6.328 5.476 5.160
H -6.887 4.830 3.590
C -2.426 -6.675 -1.379
Cl -4.164 -6.866 -1.120
Cl -1.983 -7.075 -3.043
H -2.148 -5.638 -1.176
H -1.890 -7.341 -0.698
C 3.706 4.683 4.954
Cl 3.038 3.323 4.043
Cl 5.344 4.330 5.515
H 3.733 5.564 4.308
H 3.068 4.880 5.819
C -7.395 10.282 -3.468
Cl -8.172 11.205 -2.176
Cl -5.636 10.434 -3.389
H -7.666 9.229 -3.365
H -7.742 10.660 -4.433
C -7.160 -1.176 7.972
Cl -5.741 -1.666 8.907
Cl -6.728 0.012 6.736
H -7.587 -2.056 7.486
H -7.896 -0.734 8.649
C -9.704 0.860 -2.925
Cl -10.167 0.233 -1.338
Cl -9.493 2.615 -2.879
H -8.762 0.397 -3.229
H -10.486 0.615 -3.647
*
```

Results
**HOMO-LUMO gap**: 2.552 eV
**HOMO level**: -4.1 eV
**Electronic energy**: -585007.316 eV

=====

Look up the electronic energy of the first one.
-8463.681 eV

=====

Which formula does entry 2 have?
C25H48Cl34F13GaO3P3S